Entry P
ORCA calculation (the ωB97M-V functional and the def2-TZVPD basis) on 13 unconnected molecules or ions with the total composition C3H31NO14S.

Results
**Frontier orbital gap**: 9.04 eV
**Lowest unoccupied orbital energy**: 0.004 hartree

Atoms and positions in Å:
O  1.00423  0.68504  -1.40374
C  1.15118  1.01059  -0.24694
O  2.15372  1.82703  0.10042
C  0.37941  0.35257  0.92438
C  0.49716  1.35824  2.10666
S  0.67463  0.62748  3.74965
N  -0.95481  -0.04328  0.41912
H  2.51345  2.23004  -0.75394
H  0.90296  -0.61271  1.16007
H  -0.52180  1.86165  1.83793
H  1.39689  2.04999  1.96322
H  -0.59031  0.32177  4.00903
H  -1.03119  -0.67627  -0.28779
H  -1.43991  0.73435  0.17583
H  3.83168  -2.97194  -0.78110
H  2.84512  -1.85395  -0.93128
O  2.92686  -2.73821  -1.01412
H  -1.87456  -1.26084  1.82884
H  -2.28171  -0.27680  3.02088
O  -2.27258  -1.20431  2.70442
H  -3.33108  1.46645  1.31820
H  -2.89214  2.70795  0.54586
O  -2.87891  2.32626  1.38577
H  -2.28904  0.92735  -4.09344
H  -1.18904  0.19548  -3.33887
O  -1.67305  1.05369  -3.40470
H  -1.41998  4.66272  -0.39250
H  -0.45607  3.94228  -1.36916
O  -0.94752  3.81793  -0.54340
H  3.38686  0.38040  0.70082
H  3.80777  -0.92815  1.39517
O  3.91865  -0.43521  0.56044
H  -1.18088  -3.75090  2.69330
H  -0.67229  -2.71549  3.57610
O  -0.35329  -3.40489  3.01701
H  0.90562  1.95129  -2.65704
H  -0.37748  2.18600  -3.35623
O  0.44068  2.66886  -3.15793
H  -2.29764  1.45605  -1.95890
H  -2.13837  2.74362  -1.12761
O  -2.63726  1.94945  -1.20004
H  1.41126  -2.84267  0.71375
H  1.05464  -2.86040  2.18839
O  1.77374  -2.62169  1.57424
H  0.37453  -1.63313  -2.86752
H  -1.10470  -1.97621  -2.81568
O  -0.50364  -1.19593  -2.73234
H  0.27479  -4.54966  -0.91024
H  1.28496  -3.33154  -1.13245
O  0.39846  -3.61035  -1.19255

These are the Mulliken partial charges, in e, on atoms 1 to 4: -0.80 0.47 -0.55 0.94

---

Entry Q
ORCA calculation (the ωB97M-V functional and the def2-TZVPD basis) on a molecular structure, C3H31NO14S.

Results
**Frontier orbital gap**: 9.25 eV
**Lowest unoccupied orbital energy**: -0.001 hartree

Atoms and positions in Å:
O  0.90678  -1.07908  2.19534
C  0.63677  -1.81106  1.29880
O  0.34156  -3.10203  1.45052
C  0.59853  -1.41128  -0.16851
C  0.39608  -2.51572  -1.19871
S  1.50119  -3.96477  -1.45281
N  -0.40060  -0.42029  -0.52213
H  0.44913  -3.43409  2.34128
H  1.60420  -1.04070  -0.38518
H  0.24705  -2.04592  -2.16716
H  -0.55667  -3.04186  -1.07802
H  2.72822  -3.45990  -1.30129
H  -0.15655  0.42776  -0.04411
H  -1.35643  -0.70712  -0.33384
H  3.84741  1.28396  -1.37644
H  3.18621  2.36841  -0.59596
O  3.46169  2.15345  -1.45179
H  -2.77697  -0.29356  -2.35474
H  -2.31679  0.73878  -3.20493
O  -1.94911  -0.05571  -2.83328
H  -5.17440  -0.43303  1.28816
H  -4.12760  -1.17693  2.01525
O  -4.52569  -1.10949  1.14428
H  -1.45449  3.32049  2.26205
H  -1.19660  2.18904  1.32906
O  -1.41737  2.36609  2.26214
H  -2.58533  -1.62310  3.99246
H  -1.92141  -0.33235  3.58749
O  -2.61405  -0.94693  3.29014
H  3.83760  -0.46605  -0.96648
H  4.29855  -1.39248  0.14600
O  3.96055  -0.48755  0.00663
H  0.39192  1.51200  -2.46946
H  -0.28647  0.19711  -2.84123
O  0.60226  0.61053  -2.87366
H  0.13417  0.22899  3.67443
H  -0.81023  1.53881  3.92607
O  -0.50127  0.66155  4.25302
H  -3.29712  1.86918  2.01707
H  -3.76217  0.63584  2.79292
O  -4.09152  1.46344  2.40508
H  3.09233  -0.63020  -3.27270
H  2.15872  0.14542  -2.55590
O  3.16237  0.03357  -2.56171
H  1.28631  2.42383  -0.05367
H  0.33586  1.53348  -0.81305
O  0.34287  2.16925  -0.10277
H  0.63629  1.89924  -3.12757
H  2.05066  2.58747  -2.89412
O  1.08354  2.62355  -2.67697

These are the Mulliken partial charges, in e, on atoms 1 to 4: -0.57 0.11 -0.41 1.16

---

Stability verdict: entry P, ahead by 89.7 kcal/mol

---

Entry P
ORCA calculation (the ωB97M-V functional and the def2-TZVPD basis) on a molecular structure, C2H4F3N.

Results
**Frontier orbital gap**: 11.37 eV
**Lowest unoccupied orbital energy**: 0.036 hartree

Atoms and positions in Å:
C  0.25102  0.43506  -0.24788
C  -0.77782  -0.59352  0.12315
N  -0.39207  1.33240  -1.71989
F  -1.84828  -0.13605  0.73632
F  0.13354  2.61399  -1.62357
F  0.33747  0.80448  -2.72515
H  1.18997  -0.04818  -0.54395
H  0.24505  1.06636  0.68615
H  -0.52389  -1.40428  0.78949
H  -1.09673  -1.21421  -0.76129

These are the Mulliken partial charges, in e, on atoms 1 to 4: -0.35 -0.29 0.10 -0.28

---

Entry Q
ORCA calculation (the ωB97M-V functional and the def2-TZVPD basis) on 2 unconnected molecules or ions with the total composition C2H4F3N.

Results
**Frontier orbital gap**: 8.80 eV
**Lowest unoccupied orbital energy**: -0.029 hartree

Atoms and positions in Å:
C  1.19118  0.21827  -0.15715
C  -0.05598  -0.16797  0.49134
N  -1.16545  0.44570  0.21750
F  -0.47440  -2.21626  -0.58795
F  -2.35922  0.25882  0.86160
F  -1.37875  0.95577  -1.03187
H  1.72787  1.11981  0.30928
H  1.75162  -0.59414  -0.28867
H  0.89091  0.68383  -1.23723
H  -0.12779  -0.70383  1.42315

These are the Mulliken partial charges, in e, on atoms 1 to 4: -0.94 0.25 0.40 -0.72

---

Stability verdict: entry P, ahead by 45.0 kcal/mol

---

Entry P
ORCA calculation (the ωB97M-V functional and the def2-TZVPD basis) on a molecular structure, C3H12N3.

Results
**Charge**: +1
**Frontier orbital gap**: 12.01 eV
**Lowest unoccupied orbital energy**: -0.102 hartree

Atoms and positions in Å:
C  -0.89720  -1.67431  1.34110
C  2.24474  -0.10968  -1.69989
C  -1.76654  2.59872  1.11877
N  -2.27297  3.65665  0.95008
N  -0.23876  -0.41149  1.02532
N  0.78557  -0.59168  -1.56792
H  -0.71927  -1.99689  2.33387
H  -2.02341  -1.44062  1.31462
H  -0.55934  -2.45720  0.71499
H  2.48277  0.42708  -2.58988
H  2.33145  0.41165  -0.79482
H  2.87032  -1.03169  -1.63619
H  0.28980  -0.48410  -0.20135
H  -2.68376  4.43127  0.53244
H  0.07676  0.04409  -1.89266
H  -0.89818  0.31155  1.04185
H  0.60993  -1.56076  -1.78979
H  0.36807  -0.12261  1.79946

These are the Mulliken partial charges, in e, on atoms 1 to 4: -0.83 -0.69 -0.37 0.02

---

Entry Q
ORCA calculation (the ωB97M-V functional and the def2-TZVPD basis) on a molecular structure, C3H12N3.

Results
**Charge**: +1
**Frontier orbital gap**: 10.47 eV
**Lowest unoccupied orbital energy**: -0.112 hartree

Atoms and positions in Å:
C  1.00395  1.41431  0.62698
C  -0.94915  0.13597  1.29790
C  0.44076  -0.59989  -0.60793
N  0.05586  -1.92785  -0.55987
N  -0.64899  0.43826  -1.73029
N  0.39760  0.07288  0.70182
H  0.43034  2.01322  -0.07914
H  0.98832  1.88314  1.60989
H  2.03495  1.34607  0.28324
H  -1.57550  0.78349  0.68464
H  -1.38754  -0.85688  1.35830
H  -0.88210  0.54018  2.30648
H  1.41396  -0.45930  -1.07031
H  0.32182  -2.45819  -1.37867
H  -0.91753  -2.11023  -0.33909
H  -1.51824  -0.08568  -1.79394
H  -0.18906  0.38160  -2.63116
H  0.98057  -0.51110  1.32115

These are the Mulliken partial charges, in e, on atoms 1 to 4: -0.86 -0.91 -0.13 -0.53

---

Entry R
ORCA calculation (the ωB97M-V functional and the def2-TZVPD basis) on a gas-phase ion, C3H12N3 (charge +1).

Results
**Charge**: +1
**Frontier orbital gap**: 11.17 eV
**Lowest unoccupied orbital energy**: -0.107 hartree
**SMILES**: C[C@H]([NH3+])C(N)N

Atoms and positions in Å:
C  -1.46391  0.76823  -0.57192
C  -0.59643  0.39476  0.57162
N  0.62021  1.26813  0.39967
C  0.05035  -1.11513  0.31621
N  0.23598  -1.16755  -1.14928
N  1.39714  -1.09963  0.96439
H  -2.15962  1.52097  -0.35641
H  -1.14600  0.97581  -1.61318
H  -2.04054  -0.19296  -0.62950
H  -0.97195  0.50664  1.59097
H  0.77577  1.42740  -0.58702
H  0.69049  2.10132  0.88403
H  1.42838  0.54291  0.64966
H  -0.58762  -1.85879  0.61742
H  -0.33781  -1.75654  -1.66050
H  1.20652  -1.34066  -1.24803
H  1.22022  -1.43022  1.87300
H  2.01998  -1.66768  0.35155

These are the Mulliken partial charges, in e, on atoms 1 to 4: -1.30 -0.03 -0.33 -0.27

---

Stability verdict: entry R, ahead by 7.6 kcal/mol

---

Entry P
ORCA calculation (the ωB97M-V functional and the def2-TZVPD basis) on 2 unconnected molecules or ions with the total composition C3H12N3.

Results
**Charge**: +1
**Frontier orbital gap**: 9.88 eV
**Lowest unoccupied orbital energy**: -0.116 hartree

Atoms and positions in Å:
C  1.08127  -1.45287  -1.55284
C  0.88714  -0.59793  -2.54678
N  0.04939  -1.89680  -0.66865
H  2.07273  -1.74890  -1.23709
H  1.69645  -0.08051  -3.03177
H  -0.13411  -0.40950  -2.86245
H  -0.86108  -1.94172  -1.11271
H  0.26068  -2.80872  -0.28314
H  0.14266  -0.50904  0.39876
N  0.21141  0.31224  1.07667
C  -0.94590  1.30199  0.90927
N  -1.17641  2.14020  2.03025
H  1.10155  0.77467  0.90381
H  0.17489  0.00076  2.04426
H  -0.73334  1.93555  0.04874
H  -1.81809  0.69947  0.68623
H  -1.66232  1.69357  2.79767
H  -0.34693  2.58753  2.39976

These are the Mulliken partial charges, in e, on atoms 1 to 4: -0.13 -0.69 -0.70 0.36

---

Entry Q
ORCA calculation (the ωB97M-V functional and the def2-TZVPD basis) on 2 unconnected molecules or ions with the total composition C3H12N3.

Results
**Charge**: +1
**Frontier orbital gap (spin up / spin down)**: 8.37 / 8.58 eV
**Lowest unoccupied orbital energy (spin up / spin down)**: -0.133 / -0.126 hartree

Atoms and positions in Å:
C  1.34019  0.26138  -1.53786
C  1.36738  -0.88507  -0.62098
C  -0.26106  -0.59744  1.27890
N  -0.05332  0.90925  1.32720
N  -1.57906  -0.78512  0.79519
N  -1.99098  0.28979  -0.07503
H  1.96360  1.16429  -1.20249
H  1.68059  0.01489  -2.48881
H  0.34641  0.62108  -1.90000
H  2.20992  -1.15558  -0.13913
H  0.93890  -1.76638  -0.88354
H  0.23745  -1.04147  2.10468
H  0.14943  1.20715  2.34645
H  0.68566  1.34957  0.80413
H  -1.70410  -1.71408  0.47726
H  -0.94260  1.41350  0.93589
H  -2.93228  0.13533  -0.35722
H  -1.45613  0.57894  -0.86463

These are the Mulliken partial charges, in e, on atoms 1 to 4: -0.85 -0.59 -0.41 -0.38

---

Stability verdict: entry P, ahead by 111.8 kcal/mol